Entry 1:
This record from the OMol25 dataset describes a gas-phase ion, C6H12N3O (charge +1). The level of theory is ωB97M-V/def2-TZVPD.

Computed properties:
Total charge: +1
Spin multiplicity: 1
E_HOMO (alpha / beta): -12.9 / -12.9 eV
SMILES string: [H]/N=C/N(O)/C=C\C(C)=[NH+]/C

Last column: Löwdin charge in e.
Atoms and positions in Å:
H: -2.325 -1.447 0.644  0.08
N: -1.575 -0.989 0.137  0.13
C: -1.630 -1.110 -1.117  -0.20
N: -0.742 -0.480 -1.955  -0.13
O: -0.896 -0.747 -3.304  0.04
C: 0.084 0.568 -1.676  -0.02
C: 0.657 0.893 -0.498  -0.03
C: 0.889 0.055 0.644  -0.28
C: 1.393 -1.322 0.444  0.01
N: 0.802 0.520 1.855  0.06
C: 0.233 1.778 2.259  -0.02
H: -2.362 -1.697 -1.684  0.15
H: -1.684 -0.307 -3.666  0.13
H: 0.211 1.225 -2.530  0.15
H: 1.075 1.889 -0.428  0.13
H: 2.175 -1.335 -0.314  0.11
H: 0.586 -1.956 0.082  0.09
H: 1.773 -1.749 1.368  0.10
H: 1.088 -0.087 2.619  0.17
H: 0.996 2.420 2.703  0.11
H: -0.216 2.284 1.407  0.09
H: -0.534 1.593 3.011  0.11

***

Entry 2:
This record from the OMol25 dataset describes a gas-phase ion, C6H12N3O (charge +1). The level of theory is ωB97M-V/def2-TZVPD.

Computed properties:
Total charge: +1
Spin multiplicity: 1
E_HOMO (alpha / beta): -13.1 / -13.1 eV
SMILES string: C#[N+]N(/C(C)=[NH+]\[O-])C(C)C

Last column: Löwdin charge in e.
Atoms and positions in Å:
C: -1.636 -1.929 -0.641  0.32
N: -0.673 -1.268 -0.477  0.10
N: -0.270 -0.131 -0.017  -0.03
C: -1.127 0.896 0.032  -0.21
C: -0.653 2.277 -0.307  0.03
N: -2.424 0.681 0.131  0.00
O: -3.037 -0.451 0.337  -0.08
C: 1.156 -0.089 0.237  -0.32
C: 1.841 -0.794 -0.928  -0.02
C: 1.540 -0.865 1.537  0.01
H: -2.176 -2.825 -0.634  0.13
H: -1.485 2.891 -0.073  0.07
H: -0.269 2.399 -1.271  0.08
H: 0.041 2.851 0.468  0.16
H: -2.968 1.446 -0.077  0.14
H: 1.509 0.959 0.206  0.15
H: 1.240 -1.670 -1.274  0.10
H: 1.774 -0.249 -1.739  0.03
H: 2.794 -1.104 -0.645  0.08
H: 1.303 -1.914 1.266  0.11
H: 0.962 -0.410 2.277  0.07
H: 2.560 -0.700 1.592  0.07

***

Entry 3:
This record from the OMol25 dataset describes a gas-phase ion, C6H12N4 (charge +2). The level of theory is ωB97M-V/def2-TZVPD.

Computed properties:
Total charge: +2
Spin multiplicity: 1
E_HOMO: -17.8 eV

Last column: Löwdin charge in e.
Atoms and positions in Å:
C: 2.334 1.581 0.118  0.01
C: 0.394 0.291 0.160  0.00
C: -1.932 0.792 -0.274  -0.09
C: 2.711 -0.735 0.257  -0.15
C: 3.059 -1.607 -0.833  0.00
C: -3.726 -0.529 0.627  0.01
N: 2.989 0.510 0.278  0.14
N: 0.895 1.474 0.018  0.09
N: -3.206 0.462 -0.353  0.07
N: -0.979 0.025 0.212  0.09
H: 2.846 2.533 0.129  0.16
H: -1.537 1.704 -0.822  0.19
H: 2.448 -1.185 1.218  0.16
H: 4.146 -1.780 -0.404  0.18
H: 3.103 -1.119 -1.832  0.13
H: 2.510 -2.571 -0.675  0.12
H: -3.606 -1.498 0.149  0.11
H: -3.213 -0.455 1.566  0.09
H: -4.804 -0.348 0.840  0.13
H: 0.515 2.429 0.043  0.18
H: -3.690 0.883 -1.159  0.19
H: -1.258 -0.859 0.738  0.19

***

Entry 4:
This record from the OMol25 dataset describes a gas-phase ion, C6H12N4O3 (charge +2). The level of theory is ωB97M-V/def2-TZVPD.

Computed properties:
Total charge: +2
Spin multiplicity: 1
E_HOMO: -17.6 eV
SMILES string: [H]/N=C(\OC(=[NH2+])[C@]1(N)CO1)[C@]1([NH3+])CO1

Last column: Löwdin charge in e.
Atoms and positions in Å:
H: -0.844 0.701 2.599  0.05
N: -1.398 0.318 1.949  0.26
C: -1.200 0.051 0.745  -0.22
O: -0.010 0.138 0.014  0.15
C: 1.219 0.227 0.478  -0.12
N: 1.612 0.430 1.642  0.28
C: 2.637 0.295 -0.757  -0.37
N: 3.732 0.612 0.042  0.10
C: 2.441 0.562 -2.184  0.00
O: 2.463 -0.743 -1.640  0.07
C: -2.371 -0.462 -0.032  -0.36
N: -3.622 -0.157 0.740  0.23
C: -2.504 -1.486 -1.058  -0.01
O: -2.652 -0.100 -1.392  0.04
H: 1.064 0.346 2.470  0.14
H: 2.654 0.456 1.610  0.14
H: 4.157 1.526 -0.096  0.13
H: 4.508 -0.171 0.076  0.20
H: 1.513 1.062 -2.514  0.15
H: 3.335 0.767 -2.630  0.11
H: -3.394 0.631 1.480  0.21
H: -3.959 -1.015 1.199  0.18
H: -4.469 0.067 -0.021  0.28
H: -1.501 -1.888 -1.482  0.17
H: -3.415 -2.165 -1.240  0.18

***

In Ha, the E_tot values for the records above are, in order, -475.0183 -474.8571 -454.1164 -679.7819.
In eV Å⁻¹, the max |F| values for the records above are, in order, 1.1 5.3 3.2 4.9.